{
  "formula": "C51H112O5P3",
  "method": "the ωB97M-V functional and the def2-TZVPD basis",
  "total_charge": 1,
  "lumo_energy_ev": -1.8,
  "multiplicity": 1,
  "energy_ha": -3410.47844,
  "gap_ev": 5.56,
  "symbols": ["H", "H", "C", "H", "C", "H", "C", "H", "H", "C", "C", "H", "C", "H", "O", "H", "O", "H", "H", "C", "H", "C", "H", "H", "C", "H", "C", "H", "H", "C", "H", "H", "H", "C", "H", "H", "C", "C", "H", "H", "C", "H", "C", "H", "P", "H", "H", "H", "C", "H", "C", "H", "H", "H", "H", "C", "C", "H", "H", "C", "H", "H", "C", "C", "H", "H", "C", "H", "H", "H", "H", "C", "H", "P", "H", "H", "H", "C", "H", "C", "H", "H", "O", "C", "H", "H", "H", "C", "C", "H", "H", "C", "H", "H", "H", "H", "O", "H", "H", "H", "H", "C", "C", "H", "H", "C", "H", "C", "H", "H", "H", "H", "C", "H", "C", "H", "H", "H", "H", "H", "C", "H", "C", "H", "H", "H", "C", "C", "O", "H", "H", "H", "H", "H", "H", "P", "H", "H", "H", "H", "C", "H", "C", "C", "H", "H", "C", "H", "C", "H", "H", "H", "H", "C", "H", "H", "H", "C", "H", "H", "H", "H", "C", "H", "H", "H", "H", "C", "H", "C", "H"],
  "xyz": [[4.999, -0.553, -3.760], [2.741, -3.057, 2.700], [-4.655, 0.380, 4.160], [4.307, -5.425, -1.364], [-0.339, -5.217, -0.628], [2.196, -0.018, 3.312], [-0.601, 5.635, -2.160], [-3.602, -1.411, 4.915], [6.742, -5.640, -1.252], [-7.025, -0.671, 4.009], [-0.921, 3.969, -5.335], [-3.103, 0.795, 1.348], [-4.653, -0.374, -0.649], [-3.510, 4.467, 2.317], [4.284, 5.996, 0.730], [-6.725, -1.703, 4.172], [-0.051, -0.796, 0.489], [7.899, -3.741, -1.612], [1.137, 6.347, -1.013], [4.927, -4.549, -1.576], [-3.805, 4.233, -2.076], [-1.193, 1.941, -6.874], [4.496, -3.167, 2.688], [-5.189, 3.995, 2.513], [-1.768, -2.555, 2.654], [1.485, -1.911, -4.238], [-1.262, -4.922, 3.565], [4.398, -0.958, 4.145], [6.097, -1.238, -1.615], [1.836, 5.795, -2.944], [1.266, 0.873, 7.542], [1.874, -4.002, 0.569], [1.417, 5.563, -3.927], [5.192, -0.622, -1.592], [-2.314, -5.504, 1.755], [-1.208, 1.552, -7.893], [-0.974, -0.183, 5.150], [3.074, 4.018, 0.290], [-0.254, -4.052, -2.539], [5.313, 0.005, -0.704], [-4.267, 3.756, 1.985], [-3.193, -5.925, 3.198], [0.019, 0.787, 5.763], [-1.104, -5.389, 4.537], [-2.507, -0.923, 2.871], [-5.203, -0.706, 1.356], [-2.249, -0.397, 0.577], [1.827, -3.076, -2.306], [0.322, -0.419, -3.082], [-2.012, 3.867, -7.192], [0.581, 0.176, 7.058], [-1.928, -0.226, 5.690], [-2.892, -3.656, 4.118], [3.491, -2.281, 4.868], [-1.336, -5.533, -0.936], [-2.188, -5.858, 2.787], [-6.075, 0.306, 4.717], [-6.453, 1.314, 4.526], [2.042, -0.428, 4.997], [6.255, -5.110, -2.079], [-3.946, 2.423, -2.201], [-2.883, 2.325, 0.076], [-3.949, -0.965, 3.983], [-3.388, 3.263, -1.773], [-5.137, 3.022, 0.174], [-0.402, 0.033, 3.107], [-4.345, -0.955, 0.722], [4.721, 2.191, -2.374], [-0.578, -1.033, -3.163], [5.349, -4.278, 0.512], [-3.826, -0.482, -1.364], [-1.323, 0.171, 3.688], [6.099, -5.808, -2.897], [-1.841, 3.160, -2.731], [-2.020, 0.834, -3.089], [-0.697, -2.374, 2.492], [-0.424, -4.959, 0.431], [4.229, 4.946, 0.033], [-5.737, -2.102, -1.459], [7.322, -4.057, -2.476], [-0.226, -0.025, 7.767], [-0.421, 3.926, -0.829], [-0.351, 1.400, 0.831], [-2.135, 3.699, -4.436], [-2.082, -2.950, 1.685], [-2.797, 2.961, -4.900], [-0.275, 3.785, -7.420], [1.580, -3.765, -1.492], [-1.274, 1.461, -2.585], [-6.245, -0.573, -2.182], [8.004, -4.509, -3.195], [4.267, 1.369, -2.918], [2.944, -0.914, 1.393], [1.113, -0.760, 6.887], [-0.444, -3.158, -1.072], [2.301, 4.914, -2.502], [5.020, 4.742, -0.936], [-1.316, 6.085, -1.456], [3.276, 1.087, -2.551], [1.446, -2.324, 0.087], [-7.079, -0.445, 2.943], [-0.540, 4.130, -1.892], [1.425, -0.841, -4.066], [-1.061, 5.919, -3.115], [-4.702, 0.879, 3.184], [2.233, -0.858, 4.017], [-6.088, 0.137, 5.794], [3.845, -1.337, -1.415], [0.843, 0.900, 5.052], [0.227, 1.482, -4.188], [2.203, 4.340, -0.297], [-4.002, 1.016, 4.765], [5.189, 0.129, -2.922], [-0.324, 1.792, 6.003], [0.105, 1.091, -3.173], [2.972, -0.686, -1.366], [-0.593, 4.999, -5.474], [-3.970, 2.745, 2.265], [-4.598, -1.662, 3.435], [2.756, 3.989, 1.334], [-3.183, 3.319, -0.260], [-0.573, -1.196, 5.197], [0.073, -4.028, -1.501], [-0.303, 1.459, -6.446], [-4.828, 4.747, 0.054], [4.704, -0.946, 1.499], [2.067, -3.202, -0.151], [-1.842, -3.529, 3.835], [1.666, 0.710, 0.142], [4.052, 1.639, -3.958], [0.665, -0.554, -2.050], [6.005, -3.058, -0.461], [-0.315, -4.829, 3.030], [-4.747, 0.708, -0.495], [-6.676, -1.039, -0.517], [3.740, -2.521, -0.047], [1.663, 1.672, 0.360], [2.629, 6.537, -3.009], [-2.054, 1.516, -6.352], [-4.234, -2.043, 0.694], [3.659, -2.465, 2.725], [0.411, -6.009, -0.694], [-1.086, 3.460, -6.771], [0.365, 0.393, 0.488], [1.402, -1.499, 3.701], [0.886, 1.598, -2.601], [0.739, 6.355, -2.032], [2.315, -0.422, -3.593], [3.554, -1.630, 3.993], [-1.665, 1.201, 3.582], [2.102, -4.687, -1.765], [-2.707, 4.634, -4.454], [3.236, 2.984, -0.033], [5.097, -3.656, -0.353], [-2.393, 4.051, -0.074], [-0.064, 3.456, -4.880], [4.435, -4.101, -2.446], [-5.878, -1.035, -1.270], [6.186, 0.498, -3.182], [-1.702, -6.826, 2.670], [1.294, -0.329, -5.020], [0.610, 7.424, -2.207], [3.815, -1.577, 1.478], [6.855, -3.213, -2.990], [-1.328, -3.145, 4.713], [0.365, 3.742, -2.381], [-8.009, -0.473, 4.429], [-4.440, 3.823, 0.476], [-1.287, 1.219, -1.515], [-3.081, -0.299, 1.289], [3.696, -1.935, -2.322]],
  "lowdin_charge": [0.106, 0.100, -0.242, 0.110, -0.094, 0.086, -0.244, 0.096, 0.110, -0.096, -0.245, 0.070, -0.265, 0.085, -0.095, 0.069, -0.066, 0.072, 0.112, -0.258, 0.104, -0.109, 0.107, 0.078, -0.246, 0.069, -0.253, 0.119, 0.095, -0.085, 0.080, 0.100, 0.061, -0.220, 0.053, 0.077, -0.243, -0.055, 0.110, 0.118, -0.087, 0.077, -0.256, 0.110, 1.034, 0.096, 0.080, 0.078, -0.240, 0.114, -0.105, 0.104, 0.106, 0.112, 0.078, -0.103, -0.243, 0.109, 0.044, -0.248, 0.094, 0.079, -0.269, -0.257, 0.102, 0.072, -0.230, 0.077, 0.111, 0.109, 0.108, -0.246, 0.109, 1.031, 0.100, 0.085, 0.044, -0.796, 0.079, -0.097, 0.078, 0.103, -0.065, -0.250, 0.098, 0.094, 0.114, -0.242, -0.252, 0.073, 0.074, -0.080, 0.076, 0.065, 0.097, 0.058, -0.111, 0.111, 0.032, 0.074, 0.067, -0.249, -0.075, 0.098, 0.084, -0.098, 0.113, -0.269, 0.080, 0.083, 0.040, 0.115, -0.247, 0.120, -0.226, 0.072, 0.112, 0.041, 0.086, 0.071, -0.250, 0.090, -0.249, 0.061, 0.114, 0.117, -0.241, -0.241, 0.029, 0.079, 0.081, 0.083, 0.099, 0.093, 0.076, 1.027, 0.095, 0.089, 0.064, 0.120, -0.241, 0.081, -0.246, -0.772, 0.074, 0.104, -0.245, 0.041, -0.229, 0.110, 0.100, 0.106, 0.041, -0.257, 0.105, 0.091, 0.107, -0.096, 0.112, 0.078, 0.072, 0.111, -0.249, 0.068, 0.098, 0.077, 0.077, -0.244, 0.088, -0.275, 0.081]
}